The following is a DFT calculation (the ωB97M-V functional and the def2-TZVPD basis) of one molecule with the formula C17H16N6O4S.

**Gap between HOMO and LUMO**: 8.5 eV
**Electronic energy**: -45852.411 eV
**HOMO energy**: -8.111 eV
**Structure (SMILES)**: Cc1n[nH]c(=O)c2c(NC(=O)CSc3nnc(-c4ccco4)n3C)oc(C)c12
**Strongest force on any atom**: 0.0474 hartree/bohr

Structure (ORCA input):
```
! RIJCOSX wB97M-V def2-TZVPD def2/J DEFGRID3
* xyz 0 1
C -0.40054 -4.24964 6.03044
C -0.27299 -3.64882 4.67993
N 0.23685 -4.45428 3.76609
N 0.44919 -3.98471 2.48751
C 0.20712 -2.72328 2.04889
O 0.53137 -2.33890 0.92906
C -0.46338 -1.82901 2.98102
C -0.92655 -0.54961 2.89946
N -0.81901 0.14837 1.70639
C -1.09393 1.50494 1.50350
O -1.59716 2.16672 2.41226
C -0.77774 2.22736 0.17429
S -0.77617 1.07462 -1.27155
C 0.07189 1.95934 -2.52470
N 0.38294 3.22297 -2.39880
N 0.86196 3.67289 -3.61927
C 0.86727 2.65369 -4.47126
C 1.32768 2.69966 -5.85821
C 1.95180 3.76844 -6.42839
C 2.24816 3.39782 -7.79217
C 1.68523 2.15456 -7.97025
O 1.17739 1.67907 -6.77853
N 0.37713 1.53863 -3.78856
C 0.23532 0.14680 -4.28622
O -1.45044 -0.15173 4.09254
C -1.28123 -1.18520 4.99583
C -1.80650 -1.03703 6.39172
C -0.66458 -2.23595 4.36297
H -1.41064 -4.09277 6.46304
H -0.10472 -5.31691 6.01625
H 0.32621 -3.76195 6.63599
H 0.85734 -4.61462 1.77106
H -0.24623 -0.29533 1.00417
H -1.46981 3.04716 -0.06188
H 0.27872 2.60152 0.25297
H 2.30335 4.68845 -5.92068
H 2.76237 3.99226 -8.52768
H 1.63542 1.63778 -8.91813
H -0.39567 0.21278 -5.14295
H -0.29483 -0.52106 -3.52071
H 1.22183 -0.23391 -4.53513
H -1.81584 -1.98910 6.91374
H -1.12851 -0.36685 6.91539
H -2.80006 -0.61514 6.38060
*
```

Atomic partial charges in e from the natural (NBO) method, atoms 1 to 8: -0.644 0.231 -0.234 -0.434 0.646 -0.650 -0.266 0.526

=====

The following is a DFT calculation (the ωB97M-V functional and the def2-TZVPD basis) of C17H16NO8P2SSeW as an isolated structure.

**Gap between HOMO and LUMO (spin up / spin down)**: 6.2 / 6.2 eV
**Electronic energy**: -132318.574 eV
**HOMO energy (spin up / spin down)**: -17.355 / -17.355 eV
**Strongest force on any atom**: 0.0931 hartree/bohr

Structure (ORCA input):
```
! RIJCOSX wB97M-V def2-TZVPD def2/J DEFGRID3
* xyz 3 1
W 0.66398 -0.04023 -0.82826
O -0.21227 3.10396 -3.11053
P 0.44166 1.90806 -2.44280
O 0.55477 2.03631 -0.91521
O -0.30739 0.50625 -2.45552
O 1.88180 1.62307 -3.05777
P 2.86884 0.31864 -2.61759
O 1.91546 -0.88257 -3.04328
O 4.20537 0.40967 -3.12859
O 2.52303 0.23695 -1.04724
H -0.15534 3.31136 -4.06199
H 2.26610 -1.46969 -3.73040
Se 0.00139 -2.19908 -0.72787
C -1.46858 -5.55789 -1.51123
C -1.18805 -6.26832 -0.44213
C -1.64044 -7.61609 -0.74796
N -2.19856 -7.94244 -1.87865
C -2.38925 -7.06607 -2.82093
C -2.00358 -5.66515 -2.70424
H -0.72333 -6.03921 0.50483
H -1.47909 -8.35073 0.03571
H -2.86088 -7.33905 -3.76065
H -2.19010 -4.97264 -3.51075
O 1.08428 0.15368 1.07920
S 0.38881 0.74697 2.38442
C 1.31103 2.10311 2.91204
C 1.93881 3.00174 2.04475
C 2.66170 4.03233 2.60643
C 2.75132 4.15576 3.99603
C 2.12273 3.25337 4.84010
C 1.40041 2.19861 4.30244
C -0.98810 1.43801 1.49164
C -1.58819 0.48276 0.65238
C -2.55330 0.91513 -0.25809
C -2.91615 2.26019 -0.29214
C -2.35490 3.15189 0.60748
C -1.35280 2.74911 1.51364
H 1.87417 2.88702 0.97206
H 3.15835 4.75066 1.96863
H 3.32895 4.96665 4.42018
H 2.20027 3.35968 5.91327
H 0.91462 1.47693 4.94857
H -1.54467 -0.56164 0.93912
H -3.07417 0.19364 -0.87446
H -3.68519 2.59759 -0.97381
H -2.69112 4.18103 0.62285
H -0.89246 3.46066 2.18633
*
```

Atomic partial charges in e from the natural (NBO) method, atoms 1 to 8: 1.612 -0.939 2.563 -1.029 -0.923 -1.044 2.514 -0.996

=====

Q: Number 2 is which compound?
A: C17H16NO8P2SSeW

=====

Q: What is the strongest force on any atom in the second record?
A: 0.0931 hartree/bohr

=====

Q: What is the electronic energy in the second record?
A: -132318.574 eV